{"formula": "C2H8O2", "method": "ωB97M-V/def2-TZVPD", "elements": ["C", "O", "H", "H", "H", "H", "C", "O", "H", "H", "H", "H"], "positions_angstrom": [[1.396, 1.692, 0.937], [0.406, 2.614, 0.798], [1.378, 1.101, -0.021], [2.163, 2.502, 1.331], [1.202, 1.002, 1.808], [-0.443, 2.236, 0.382], [-0.692, -1.956, -0.710], [-1.362, -1.548, -1.804], [0.298, -1.632, -0.886], [-0.973, -3.005, -0.420], [-1.053, -1.401, 0.167], [-2.320, -1.605, -1.582]], "forces_ev_per_angstrom": [[0.98, 0.13, 1.47], [-5.00, 1.11, -1.23], [1.60, 0.41, 0.91], [0.06, -2.70, -1.45], [0.29, 0.31, -0.77], [2.06, 0.73, 1.05], [-0.96, -0.66, 2.84], [-3.10, 0.65, -2.17], [1.51, -0.74, 0.26], [1.28, 0.37, -0.49], [0.28, 0.24, 0.26], [1.00, 0.16, -0.69]], "nbo_charge": [-0.25, -0.73, 0.17, 0.20, 0.15, 0.46, -0.24, -0.71, 0.19, 0.16, 0.14, 0.46], "orbital_gap_ha": 0.3911, "multiplicity": 1, "homo_energy_ev": -10.0, "max_force_ev_per_a": 5.266, "e_above_lowest_kj_mol": 190.5, "smiles": "CO.CO", "total_energy_ev": -6296.4365}



{"formula": "C3H9NO2", "method": "ωB97M-V/def2-TZVPD", "elements": ["C", "C", "C", "N", "O", "O", "H", "H", "H", "H", "H", "H", "H", "H", "H"], "positions_angstrom": [[0.207, -0.335, -0.277], [-0.108, 0.800, 0.630], [0.982, -0.087, -1.534], [-0.423, 0.355, 1.976], [-1.592, -0.242, -0.858], [0.426, -1.518, 0.299], [0.601, -1.319, 1.251], [-2.041, -0.908, -1.392], [0.350, 0.361, 2.629], [-1.419, 0.313, 2.146], [0.617, 1.613, 0.578], [-1.115, 1.040, 0.078], [0.565, 0.770, -2.055], [2.028, 0.115, -1.288], [0.921, -0.958, -2.183]], "forces_ev_per_angstrom": [[-1.92, -0.48, -1.27], [-1.84, 0.64, -0.08], [-0.42, -0.02, -0.05], [0.79, 0.19, -1.23], [1.45, -0.57, 0.16], [0.90, 0.13, 0.27], [-0.99, -0.35, -0.45], [0.45, -0.36, -0.06], [-1.09, 0.25, 0.40], [0.74, -0.10, 0.82], [0.04, -0.05, 0.02], [1.84, 0.76, 1.41], [0.02, 0.05, -0.01], [-0.03, -0.09, 0.07], [0.08, -0.01, 0.01]], "nbo_charge": [0.64, -0.37, -0.67, -0.90, -0.99, -0.67, 0.49, 0.46, 0.39, 0.41, 0.20, 0.33, 0.24, 0.22, 0.23], "orbital_gap_ha": 0.3719, "multiplicity": 1, "homo_energy_ev": -9.4, "max_force_ev_per_a": 2.445, "e_above_lowest_kj_mol": 300.2, "total_energy_ev": -8839.8443}



{"formula": "C4H6BrFO", "method": "ωB97M-V/def2-TZVPD", "elements": ["C", "C", "O", "C", "C", "F", "Br", "H", "H", "H", "H", "H", "H"], "positions_angstrom": [[-0.933, 0.121, 1.711], [-0.650, -0.493, 0.392], [-1.086, -1.469, -0.124], [0.468, 0.284, -0.355], [0.781, -0.358, -1.663], [-0.343, 1.468, -0.738], [2.100, 0.979, 0.406], [-1.723, -0.332, 2.390], [-1.160, 1.115, 1.632], [-0.069, 0.254, 2.383], [1.114, 0.463, -2.309], [-0.072, -0.925, -1.965], [1.572, -1.108, -1.761]], "forces_ev_per_angstrom": [[-0.87, -2.20, 2.74], [2.11, 0.62, 1.58], [-0.89, -0.60, 0.08], [-1.03, 1.25, -1.94], [1.14, 0.00, -0.83], [1.06, -1.10, 0.63], [-0.51, -0.24, 0.54], [0.78, 0.13, -1.35], [-1.03, 2.70, -0.84], [0.34, -0.77, -0.62], [-0.53, -0.32, -0.25], [-0.80, 0.29, -0.73], [0.22, 0.23, 0.99]], "nbo_charge": [-0.75, 0.56, -0.49, 0.21, -0.69, -0.40, 0.05, 0.24, 0.25, 0.26, 0.24, 0.25, 0.24], "orbital_gap_ha": 0.3940, "multiplicity": 1, "homo_energy_ev": -10.3, "max_force_ev_per_a": 3.622, "e_above_lowest_kj_mol": 51.5, "smiles": "CC(=O)[C@@](C)(F)Br", "total_energy_ev": -79051.7719}



{"formula": "C4H7NO3S2", "method": "ωB97M-V/def2-TZVPD", "elements": ["C", "C", "C", "C", "N", "O", "O", "O", "S", "S", "H", "H", "H", "H", "H", "H", "H"], "positions_angstrom": [[-1.450, -1.699, 0.627], [2.116, -0.829, 0.513], [2.408, 1.862, -0.034], [-2.310, 0.346, -1.027], [1.357, -1.651, 0.874], [-2.063, -2.480, -0.040], [0.467, -2.474, 1.053], [-0.334, 0.828, 0.742], [3.279, 0.223, -0.108], [-0.760, -0.207, -0.264], [-1.601, -1.806, 1.745], [2.584, 2.177, 0.922], [1.340, 1.636, -0.322], [2.886, 2.706, -0.644], [-3.261, 0.606, -0.525], [-2.576, -0.424, -1.714], [-2.081, 1.185, -1.801]], "forces_ev_per_angstrom": [[-2.42, -0.66, 0.81], [-1.54, -1.57, 0.83], [-0.51, -0.35, -2.86], [-0.26, 1.47, -2.00], [2.17, 1.93, -1.24], [0.29, -0.03, -0.69], [0.68, -0.33, 0.46], [-0.20, -0.47, -0.31], [0.28, 0.34, -0.40], [-0.69, 1.09, 0.62], [0.85, 1.13, -0.75], [-0.44, 0.74, 2.67], [1.27, 0.80, 0.67], [-0.43, -1.85, 0.14], [1.03, -0.09, 0.66], [-0.14, -1.10, -0.37], [0.06, -1.07, 1.77]], "nbo_charge": [0.24, 0.05, -0.70, -0.84, 0.14, -0.55, -0.43, -0.99, 0.31, 1.14, 0.18, 0.22, 0.27, 0.24, 0.25, 0.25, 0.24], "orbital_gap_ha": 0.3411, "multiplicity": 1, "homo_energy_ev": -9.0, "max_force_ev_per_a": 3.159, "e_above_lowest_kj_mol": 487.3, "total_energy_ev": -33558.8328}